# 1
The following is a quantum chemistry calculation of 5 unconnected molecules or ions with the total composition C10H28BrO8S2 in a non-equilibrium geometry, from OMol25.

Geometry as ORCA input:
```
! RIJCOSX wB97M-V def2-TZVPD def2/J DEFGRID3
* xyz -1 1
Br -0.65611 0.65598 0.75740
S 4.10159 -0.44516 -3.16282
S -3.53820 -1.15175 -2.82740
O -4.71815 -1.06161 -3.66538
O 3.24908 0.66909 -3.53752
O -2.77579 -2.41823 -2.72838
O -0.44028 1.87641 3.87548
O 4.58440 -1.39205 -4.14334
O 3.27197 -1.42675 -2.04340
O -2.80578 -1.75596 1.53872
O -2.46641 0.04502 -3.43419
C 1.37615 2.67820 5.21121
C -3.32139 -0.40669 3.51819
C -3.90658 -0.60951 -1.15193
C -0.23154 -0.12519 -4.30827
C 5.45472 0.01388 -2.09573
C 2.91845 -0.44231 0.21393
C 2.34881 -0.85867 -1.14529
C 0.94758 2.05029 3.93778
C -1.12990 0.01953 -3.05521
C -3.86456 -1.18561 2.32658
H 0.89756 3.64541 5.36472
H 0.83459 -0.12508 -4.08141
H -0.91041 0.94108 -2.51608
H 1.73572 -0.09810 -1.62878
H -2.51531 -0.97637 3.98058
H -4.56086 -1.97433 2.61151
H -0.66058 1.52961 3.00784
H -0.43982 -1.07358 -4.80354
H -4.48072 0.28898 -1.37818
H -2.18028 -1.04358 1.38750
H 1.06584 2.07066 6.06132
H -4.63116 -0.61849 1.79857
H -4.45624 -1.42377 -0.67977
H -2.79279 0.49869 3.21992
H 1.32876 1.03233 3.85687
H -4.03873 -0.22853 4.31930
H 3.52938 -1.17298 0.74401
H -0.89541 -0.75912 -2.32938
H 2.10543 -0.17045 0.88712
H 5.96677 -0.84668 -1.66521
H 1.18619 2.68170 3.08193
H 3.53421 0.43318 0.00792
H 1.71659 -1.68169 -0.81208
H 5.07435 0.68039 -1.32167
H -0.36570 0.73918 -4.95862
H 2.45749 2.81529 5.20597
H 6.05683 0.57555 -2.80994
H -2.95957 -0.46845 -0.63099
*
```

Summary:
LUMO: 0.0849 Ha

natural (NBO) population analysis, charges in e, atoms 1 to 6:
1. Br -0.9163
2. S 2.3214
3. S 2.2903
4. O -0.9202
5. O -0.9071
6. O -0.9285

# 2
The following is a quantum chemistry calculation of 4 unconnected molecules or ions with the total composition C10H28ClNO4S3, from OMol25.

Geometry as ORCA input:
```
! RIJCOSX wB97M-V def2-TZVPD def2/J DEFGRID3
* xyz 0 1
Cl -0.36838 1.09140 0.91174
S 2.03667 3.70535 1.03162
S 2.36926 -2.38088 -1.53216
S -1.66877 -3.38391 2.59041
O -1.26122 -3.97190 1.28617
O 1.91557 3.89797 -0.44046
O 1.85369 -2.17442 -2.91474
O -1.44481 -0.11363 -1.55223
N -2.42065 2.35744 -0.10476
C 2.21529 5.34184 1.75408
C -2.30936 -0.60429 -2.54921
C -3.39005 -3.83623 2.84113
C 2.56988 -4.15347 -1.31423
C 0.50656 1.15871 -2.31254
C -1.96765 -1.63481 2.31468
C -0.92551 1.18429 -1.76746
C -1.06352 1.99438 -0.47356
C 3.72302 3.17511 1.35098
C 0.97355 -2.20889 -0.42410
H -3.96633 -3.56105 1.95793
H -3.77247 -3.32845 3.72650
H 0.50487 1.33844 -3.38916
H 0.16248 -2.86104 -0.74384
H 3.01942 5.87844 1.25058
H -2.89096 -1.41598 -2.11116
H 1.64183 -4.65501 -1.58706
H 0.96913 0.18690 -2.15857
H 1.27353 5.86753 1.61205
H -0.45803 2.89585 -0.56534
H 3.84069 2.18170 0.92282
H 2.82637 -4.36127 -0.27558
H -2.39167 -1.20168 3.22159
H 3.37708 -4.47983 -1.96689
H 2.42356 5.24325 2.81934
H -2.90811 2.70426 -0.92421
H -2.91653 1.52206 0.18618
H 1.11160 1.94622 -1.85794
H 3.88856 3.13426 2.42743
H -1.56580 1.70403 -2.49280
H -1.02244 -1.14941 2.09206
H 0.64336 -1.17329 -0.45759
H -3.00394 0.16478 -2.90309
H 1.28431 -2.47065 0.58792
H 4.41853 3.86799 0.87763
H -3.43069 -4.91317 2.98893
H -1.75515 -1.00308 -3.40450
H -2.64676 -1.50589 1.47143
*
```

Summary:
LUMO: 0.0183 Ha

natural (NBO) population analysis, charges in e, atoms 1 to 6:
1. Cl -0.0920
2. S 1.2650
3. S 1.2410
4. S 1.2495
5. O -0.9937
6. O -0.9965

# 3
The following is a quantum chemistry calculation of a molecular structure, C10H28MgO6S4 in a non-equilibrium geometry, from OMol25.

Geometry as ORCA input:
```
! RIJCOSX wB97M-V def2-TZVPD def2/J DEFGRID3
* xyz 0 1
S 1.41562 -2.28675 0.23782
S -3.10740 -1.61599 0.04386
S 0.00147 -0.73977 -3.15639
S 0.01806 1.66118 3.09268
Mg -0.30455 0.39878 -0.04534
O 0.41583 -1.26923 0.73990
O -1.95339 -0.61699 0.32396
O -0.38036 -0.45827 -1.69873
O 1.47419 1.27482 -0.34032
O -0.43770 0.88675 1.85525
O -1.37296 1.99201 -0.71385
C 0.94107 3.16718 2.71440
C -0.30129 2.93784 -0.94777
C 1.50323 -3.48305 1.60211
C -3.10516 -2.63521 1.55089
C 1.76581 -0.44883 -3.30924
C -0.39031 0.72268 -4.13940
C -1.47252 2.53613 3.73003
C -2.57646 -2.80704 -1.26710
C 3.06013 -1.67504 0.59720
C 1.20311 2.50173 -1.01350
H -1.75037 -3.34855 -0.80617
H 2.36336 -0.87643 -2.50413
H 1.89494 3.30350 -0.75536
H 0.39605 3.77833 1.99501
H 3.23217 -1.02706 -0.26223
H 3.24235 -1.12162 1.51841
H 0.57472 -4.04520 1.70188
H 3.73804 -2.52698 0.54471
H 1.90948 0.63164 -3.31648
H 1.38586 2.34548 -2.07665
H 0.22683 0.56565 -5.02404
H -1.42922 0.63491 -4.45731
H 2.11879 -0.76502 -4.29084
H 1.93587 3.05469 2.28335
H -0.20986 1.70215 -3.69646
H -2.05447 -2.78364 1.80016
H -3.65830 -2.13115 2.34339
H -3.48384 -3.65382 1.46647
H -1.89157 3.07410 2.87968
H 1.54943 -2.95713 2.55573
H -2.15396 1.87693 4.26780
H 1.11175 3.91934 3.48460
H -0.41169 3.64425 -0.12502
H 2.30372 -4.22271 1.61679
H -2.31516 -2.34316 -2.21823
H -3.28846 -3.61906 -1.41472
H -0.54227 3.54591 -1.81971
H -1.19062 3.30171 4.45290
*
```

Summary:
LUMO: 0.0077 Ha
energy above the lowest of the compared OMol25 structures with the same formula, charge and spin: 56.2 kcal per mole

natural (NBO) population analysis, charges in e, atoms 1 to 6:
1. S 1.2720
2. S 1.2269
3. S 1.2357
4. S 1.2361
5. Mg 1.7593
6. O -1.0088

# 4
The following is a quantum chemistry calculation of a molecular structure, C10H28MnNO6 in a non-equilibrium geometry, from OMol25.

Geometry as ORCA input:
```
! RIJCOSX wB97M-V def2-TZVPD def2/J DEFGRID3
* xyz 0 7
Mn 17.77022 2.05308 10.36729
O 17.19724 0.38736 11.67704
O 19.46057 1.85938 11.64516
O 15.90910 1.91912 9.04583
O 18.22027 0.48739 9.07503
O 15.04873 3.44339 13.77490
O 18.60961 3.41088 8.87428
N 17.15065 3.79054 11.46791
C 20.74846 3.87975 7.54154
C 18.68959 4.69049 13.16868
C 19.28960 4.24833 7.98767
C 17.30769 0.22958 8.09841
C 17.36792 3.91300 12.90563
C 15.90724 0.63248 8.51249
C 19.57762 0.55485 12.09610
C 13.93707 3.84934 14.59782
C 16.08835 4.45416 13.64407
C 18.18254 -0.01013 12.53435
H 19.36768 5.32228 8.15690
H 21.48149 3.72501 8.33327
H 16.61234 -0.35501 11.50861
H 18.94665 -0.07469 8.79570
H 14.25365 3.80367 15.63983
H 13.46292 4.82489 14.49016
H 17.73947 4.49484 11.04678
H 15.62284 -0.00599 9.34890
H 18.23780 -1.04701 12.86588
H 18.71275 4.26574 7.06298
H 19.38769 4.58208 12.33861
H 16.30076 4.78195 14.66168
H 15.66853 5.32108 13.13386
H 19.29737 4.18211 13.91718
H 17.33398 -0.84013 7.89072
H 17.58619 2.92393 13.30837
H 20.11662 -0.13577 11.44755
H 20.30919 0.63462 12.90018
H 20.63290 2.98853 6.92473
H 20.33511 2.24864 11.57268
H 17.68783 0.57009 7.13527
H 21.20371 4.69224 6.97522
H 15.33820 0.62247 7.58287
H 17.80419 0.49968 13.42038
H 15.68973 2.47402 8.29379
H 18.54596 5.74846 13.38813
H 16.20676 4.14346 11.39994
H 13.20816 3.04033 14.54989
*
```

Summary:
LUMO (alpha / beta): 0.0154 / 0.0109 Ha
<S²>: 12.00

natural (NBO) population analysis, charges in e, atoms 1 to 6:
1. Mn 1.4121
2. O -0.9378
3. O -0.7726
4. O -0.7484
5. O -0.8281
6. O -0.5448

# 5
The following is a quantum chemistry calculation of a molecular structure, C10H29InNNa4O12PS in a non-equilibrium geometry, from OMol25.

Geometry as ORCA input:
```
! RIJCOSX wB97M-V def2-TZVPD def2/J DEFGRID3
* xyz 2 1
In 3.40624 -1.11059 -2.26701
S 2.09975 2.09994 -3.29326
P 0.37909 -0.54436 -0.36387
Na 1.58616 -1.02752 1.99892
Na 1.16376 2.17593 -0.40612
Na -0.63616 1.12225 -2.76520
Na 0.07751 -3.60149 -0.55423
O 2.88727 1.82300 -2.11098
O -2.57640 1.36289 0.77278
O 2.18019 2.06489 2.40197
O 1.74879 -0.04336 -0.07478
O -0.50590 -2.47312 -3.73830
O -0.51739 0.67243 -0.45475
O 1.73746 0.80478 -3.93942
O -0.04118 -1.62978 0.60878
O 2.82762 2.89966 -4.22369
O 0.83183 2.72792 -2.80898
O 0.63336 -1.09855 -1.85658
O -1.64913 -3.21621 1.89993
N 4.10159 -0.07511 1.93953
C 5.12224 1.65101 3.27109
C 1.06124 2.83963 2.68366
C 3.99494 0.65619 3.22426
C -2.45435 -2.82199 -4.91542
C 2.52362 1.25270 3.50579
C -1.88213 -2.16019 -3.73633
C -2.90767 2.70892 0.46215
C -3.15052 -4.35683 0.44655
C -4.21889 2.83491 -0.26320
C -2.94128 -3.13669 1.34602
H -2.95043 3.30402 1.37436
H -5.12138 2.66307 0.32338
H -3.46545 -2.41487 -4.92069
H -2.10304 3.10174 -0.15943
H 2.69206 1.92377 4.34804
H -2.77930 -5.27230 0.90719
H 6.06164 1.11428 3.40354
H 5.19599 2.35926 2.44584
H -1.69716 1.11954 0.47389
H -0.22755 -2.02962 -2.93368
H 5.16662 2.34193 4.11297
H 1.71017 0.57293 3.75937
H -4.27676 2.06005 -1.02763
H 0.86341 3.19835 3.69375
H -3.60721 -3.29628 2.19406
H -4.19952 -4.30425 0.15513
H -2.27411 -2.52086 -2.78535
H -1.01977 -2.54585 1.62403
H -2.72533 -4.11314 -0.52707
H -2.11883 -1.09622 -3.74333
H -4.43654 3.82574 -0.66192
H -2.54726 -3.89901 -4.77586
H 1.19279 3.73224 2.07206
H 0.27891 2.39428 2.06906
H 5.00051 -0.13656 1.48315
H -3.12367 -2.21467 0.79401
H 4.17460 0.01651 4.08835
H -1.98901 -2.64578 -5.88523
H 3.44400 0.36045 1.30869
*
```

Summary:
LUMO: -0.4549 Ha

natural (NBO) population analysis, charges in e, atoms 1 to 6:
1. In 0.9762
2. S 2.5243
3. P 2.5190
4. Na 0.9507
5. Na 0.9431
6. Na 0.9630